(1)
Entry from OMol25: a cluster of 2 separate species, C25H32N in total at a distorted geometry (ωB97M-V/def2-TZVPD).

XYZ file:
```
58
Properties=species:S:1:pos:R:3:forces:R:3:lowdin_charge:R:1
C 0.62095 3.84905 -1.45689 0.1 0.3 0.1 -0.21
C -0.51997 4.46730 -0.62646 0.1 0.0 -0.1 -0.20
C -0.95433 3.71686 0.64054 -0.2 0.2 0.3 -0.20
C -1.33828 2.24803 0.41389 -0.2 -0.1 -0.1 -0.20
C -1.22248 1.33728 1.65042 -0.2 0.0 0.1 -0.15
C 0.15212 1.09106 2.26889 -0.1 -0.4 0.3 -0.27
C 0.27176 1.11034 3.61432 0.0 0.3 -0.7 0.01
C 1.34232 0.62775 1.43516 0.2 -0.1 0.1 -0.16
C 1.73739 1.42812 0.18301 0.1 -0.2 -0.1 -0.20
C 2.14913 2.88480 0.43961 0.2 0.0 0.2 -0.20
C 2.00548 3.80130 -0.78217 -0.1 0.0 -0.1 -0.20
H 0.33580 2.85007 -1.81363 0.1 0.2 0.0 0.09
H 0.73023 4.47228 -2.35812 -0.1 -0.2 0.2 0.11
H -0.22753 5.48455 -0.32936 -0.1 -0.1 -0.1 0.11
H -1.39109 4.58159 -1.29117 0.2 0.0 0.2 0.11
H -0.19404 3.82533 1.43016 -0.3 -0.1 -0.3 0.09
H -1.85328 4.22997 1.02322 0.3 -0.1 0.0 0.12
H -2.40070 2.24186 0.12319 0.3 -0.1 0.0 0.12
H -0.79538 1.80458 -0.42914 -0.2 0.2 0.3 0.08
H -1.85073 1.76716 2.44730 0.1 -0.1 -0.2 0.11
H -1.69214 0.36460 1.38836 0.4 0.3 0.1 0.13
H 1.23724 0.91882 4.10260 -0.4 0.2 -0.3 0.07
H -0.58766 1.39656 4.23926 0.4 -0.1 -0.3 0.07
H 2.21117 0.62209 2.11085 -0.1 -0.1 -0.1 0.11
H 1.19330 -0.42956 1.13025 -0.1 0.5 0.1 0.13
H 2.61583 0.91860 -0.24379 -0.3 0.0 0.0 0.12
H 0.94920 1.34893 -0.57464 0.3 0.0 0.2 0.08
H 1.62182 3.31722 1.30464 0.1 -0.3 -0.3 0.09
H 3.21715 2.87561 0.71626 -0.3 0.1 0.1 0.12
H 2.73944 3.49800 -1.54558 -0.2 0.0 0.2 0.11
H 2.28645 4.81894 -0.47659 0.0 -0.1 -0.1 0.11
C 0.54759 -0.25596 6.33049 0.7 0.4 0.1 -0.05
C 0.37972 -1.30865 5.31442 -1.6 -1.5 -0.1 0.02
N -0.73423 -2.01692 5.16120 1.9 1.5 0.4 0.08
C -0.79536 -3.30308 4.55630 -0.7 -1.0 -0.5 -0.13
C 0.25474 -4.14452 4.23372 -0.2 0.0 -0.2 0.01
C -0.07450 -5.41704 3.73545 -0.3 0.3 0.0 -0.04
C -1.41976 -5.80757 3.58915 0.2 0.2 0.2 -0.04
C -2.46773 -4.96744 3.99257 0.3 0.2 0.1 0.02
C -2.14699 -3.70737 4.49814 1.0 -0.7 -0.4 -0.09
C -2.94127 -2.65874 5.08826 -0.3 1.0 0.5 -0.09
C -2.06097 -1.64119 5.53005 -1.0 -0.4 0.2 -0.11
C -2.51743 -0.48985 6.14829 -0.1 0.0 -0.1 0.01
C -3.90430 -0.35850 6.32143 0.1 -0.3 -0.2 -0.04
C -4.79073 -1.34850 5.86480 0.2 0.0 0.2 -0.04
C -4.31616 -2.51795 5.25811 0.5 0.1 0.1 0.02
H 1.62241 -0.14258 6.51394 -0.2 0.1 -0.1 0.11
H 0.19637 0.69052 5.91604 0.0 0.0 0.4 0.06
H 0.07880 -0.43327 7.30589 -0.2 -0.3 -0.5 0.11
H 1.21489 -1.63446 4.68115 -0.3 0.0 0.5 0.15
H 1.28037 -3.80051 4.36431 -0.1 -0.4 -0.1 0.12
H 0.72397 -6.10474 3.46177 -0.2 0.2 0.1 0.12
H -1.64581 -6.79539 3.18520 0.1 0.3 0.2 0.12
H -3.51346 -5.27646 3.95125 0.4 0.0 -0.1 0.12
H -1.82130 0.27939 6.46756 -0.5 -0.1 0.0 0.10
H -4.29112 0.52812 6.81933 0.1 -0.2 -0.2 0.12
H -5.86376 -1.21608 6.00701 0.3 0.0 0.0 0.12
H -4.96781 -3.32708 4.92872 0.0 0.4 0.1 0.13
```
Forces are in eV/Å.

Output
LUMO level ... -4.825 eV
Net charge ... +1
ΔE to the lowest compared entry with this formula, charge and spin ... 33.6 kJ/mol
E_tot ... -27927.37883 eV
HOMO-LUMO gap ... 7.1 eV


(2)
Entry from OMol25: a cluster of 3 separate species, C14H26F2N3O6 in total (ωB97M-V/def2-TZVPD).

XYZ file:
```
51
Properties=species:S:1:pos:R:3:forces:R:3:lowdin_charge:R:1
C 3.19943 -1.90429 1.24432 0.0 -0.1 0.1 -0.10
C 3.69751 -0.62312 1.91596 -0.1 -0.1 0.1 -0.25
C 3.17935 0.67510 1.27188 0.2 0.0 -0.1 -0.19
C 2.64761 1.71629 2.25107 0.0 0.0 0.1 -0.18
N 1.23049 1.55384 2.66850 0.0 0.0 0.0 0.00
C 0.55259 0.32710 2.36296 -0.1 -0.1 0.1 -0.30
C -0.21731 0.39875 1.04112 -0.2 0.1 -0.2 -0.17
N -1.10401 -0.70635 0.77001 -0.1 0.0 0.1 -0.04
C -2.02067 -0.98704 1.84700 0.1 0.0 0.1 -0.18
C -1.29233 -1.13773 3.17715 0.1 -0.2 -0.2 -0.09
N -0.52252 0.12888 3.41885 0.2 -0.1 -0.1 0.10
H 3.25766 -2.75232 1.92722 0.0 0.0 0.0 0.07
H 3.80038 -2.15808 0.37320 -0.1 0.1 -0.1 0.08
H 2.16167 -1.81394 0.91293 0.0 0.0 -0.1 0.05
H 4.78738 -0.62362 1.89187 0.0 0.0 0.1 0.11
H 3.42871 -0.63679 2.97830 0.0 0.0 0.0 0.10
H 2.45113 0.42646 0.50071 -0.1 0.1 -0.1 0.09
H 3.99404 1.17350 0.74545 0.0 -0.1 -0.1 0.12
H 2.75960 2.71288 1.82756 -0.1 0.0 -0.1 0.11
H 3.28199 1.68305 3.14168 0.0 0.0 0.0 0.12
H 1.12698 1.82044 3.63570 0.1 0.0 0.1 0.11
H 1.17741 -0.56819 2.43483 0.0 0.0 -0.1 0.14
H 0.46165 0.51791 0.20319 0.1 0.0 0.0 0.11
H -0.80159 1.32745 1.09443 0.0 0.0 0.0 0.13
H -0.62141 -1.52111 0.41655 0.0 0.0 -0.1 0.11
H -2.57774 -1.89993 1.64935 -0.1 0.0 -0.1 0.14
H -2.74032 -0.16266 1.92109 -0.1 0.0 0.0 0.13
H -0.54801 -1.92899 3.08339 0.0 0.0 0.2 0.14
H -1.92945 -1.34742 4.03283 -0.1 0.2 0.0 0.14
H -1.14693 0.93758 3.35042 0.0 0.0 0.1 0.18
H -0.10467 0.12548 4.34893 0.0 0.0 0.0 0.18
C -2.64207 1.59782 -1.41863 0.0 0.0 0.0 -0.06
C -1.69156 2.75371 -1.66944 0.0 -0.1 -0.2 -0.30
O -1.59673 2.78308 -3.07221 -0.2 0.1 0.0 0.14
C -2.69820 2.17089 -3.60626 0.0 -0.1 0.3 -0.55
O -2.98145 2.17362 -4.75089 0.1 0.0 -0.2 0.20
O -3.40866 1.56891 -2.62195 0.0 0.0 0.0 0.08
F -0.45248 2.51182 -1.15977 0.0 0.0 0.1 0.06
H -2.08850 0.66579 -1.31577 0.1 0.0 0.0 0.11
H -3.29704 1.73990 -0.56281 -0.1 0.1 -0.1 0.14
H -2.03947 3.72102 -1.30378 0.2 0.0 0.0 0.17
C -0.75784 -2.34924 -4.78945 0.0 0.0 0.0 -0.02
C -1.51888 -1.06288 -4.52223 0.1 0.0 0.0 -0.30
O -1.26610 -0.85250 -3.13295 0.1 0.2 0.0 0.12
C -0.12532 -1.50176 -2.79325 -0.1 0.0 -0.2 -0.55
O 0.44754 -1.35912 -1.75897 0.0 0.0 0.2 0.15
O 0.26973 -2.30838 -3.78662 0.0 -0.1 0.0 0.09
F -2.84452 -1.19250 -4.70958 0.0 -0.1 0.1 0.10
H -1.39930 -3.21234 -4.61039 0.0 0.0 0.0 0.15
H -0.31298 -2.40832 -5.77676 0.1 0.0 0.0 0.15
H -1.16482 -0.19264 -5.07674 -0.1 0.0 0.0 0.18
```
Forces are in eV/Å.

Output
LUMO level ... -3.003 eV
Net charge ... +1
E_tot ... -37123.92010 eV
HOMO-LUMO gap ... 9.5 eV


(3)
Entry from OMol25: a structure of composition C12H24AsBrF3IN2O3P at a distorted geometry (ωB97M-V/def2-TZVPD).

XYZ file:
```
48
Properties=species:S:1:pos:R:3:forces:R:3:lowdin_charge:R:1
C 5.09688 0.67206 -1.40285 0.2 0.0 0.0 -0.09
C 3.74793 0.47874 -0.69606 -0.3 0.0 0.1 -0.43
C 3.91431 -0.16558 0.68684 0.0 -0.1 0.0 -0.09
C 2.79207 -0.32948 -1.60282 0.0 0.1 -0.3 -0.15
C 1.49737 -0.87988 -0.96182 -0.1 -0.2 0.0 -0.36
C 1.27553 -2.39453 -1.21303 0.0 0.0 0.1 -0.05
C 0.29773 -0.06851 -1.45454 0.3 0.0 0.0 -0.33
O -0.86165 -0.26747 -0.67066 0.0 0.1 0.1 -0.42
As -1.50793 0.76521 0.70790 0.0 -1.0 -0.3 0.50
Br 0.73231 1.86128 1.18006 0.2 0.2 0.0 0.20
I -2.52946 2.27565 2.69275 0.0 0.1 0.1 0.39
C -3.33935 0.10873 0.22922 -0.3 0.1 -0.1 -0.31
C -3.91668 -1.18822 0.77231 0.0 0.1 0.0 -0.42
C -4.14381 -1.29835 2.28000 0.0 0.0 0.0 -0.07
F -3.12034 -2.27694 0.34557 -0.1 0.1 0.0 -0.08
P -0.74426 -0.95322 2.24966 0.1 0.3 0.4 0.55
N -1.23066 -0.92392 3.74912 0.2 -0.4 -0.2 -0.35
N -1.75969 2.25703 -0.67136 -0.5 0.4 -0.3 -0.07
C -2.23895 1.92408 -1.94583 1.1 0.0 0.7 -0.55
O -3.32292 1.92662 -2.39722 -0.9 0.0 -0.5 0.17
F -1.19038 1.59879 -2.75061 -0.5 0.2 -0.2 0.08
C -2.10359 3.55200 -0.27110 -0.6 -1.0 -1.1 -0.68
O -1.37960 4.37842 0.12458 0.6 0.9 0.8 0.11
F -3.41250 3.85557 -0.52488 0.2 0.0 0.2 0.07
H 5.35577 -0.21181 -2.00260 0.0 0.2 0.1 0.07
H 5.90988 0.82870 -0.68207 -0.2 0.0 -0.1 0.07
H 5.08662 1.54348 -2.06791 -0.1 -0.2 0.0 0.07
H 3.30010 1.47344 -0.56125 0.1 -0.2 0.2 0.11
H 4.81062 0.21705 1.18944 -0.1 -0.1 -0.1 0.07
H 3.05837 0.05303 1.33550 0.1 0.0 -0.2 0.02
H 3.99491 -1.26014 0.60820 0.1 0.2 0.0 0.09
H 2.49695 0.32886 -2.43822 0.2 -0.2 0.1 0.12
H 3.36632 -1.14804 -2.06588 -0.1 0.1 0.2 0.10
H 1.52957 -0.73959 0.11837 0.1 0.1 -0.1 0.05
H 2.13238 -2.85312 -1.72026 -0.1 0.1 0.0 0.06
H 0.37939 -2.57334 -1.81946 0.2 0.0 0.1 0.07
H 1.12846 -2.94368 -0.27334 0.0 0.1 -0.2 0.07
H 0.55575 0.99395 -1.53183 0.0 -0.2 0.3 0.08
H 0.03979 -0.40358 -2.47348 0.1 0.1 0.2 0.13
H -3.33788 0.02021 -0.85891 0.1 0.0 0.2 0.07
H -4.03194 0.91696 0.49783 0.2 -0.1 -0.1 0.06
H -4.87378 -1.31207 0.24502 0.2 -0.1 0.1 0.13
H -3.89828 -0.37182 2.80396 -0.1 -0.1 -0.1 0.00
H -3.50219 -2.07328 2.71021 -0.1 0.1 -0.1 0.06
H -5.18606 -1.57075 2.48546 0.2 0.1 0.0 0.07
H -1.03759 -2.14577 1.56234 -0.2 0.1 -0.1 -0.03
H 0.64386 -0.86257 2.07781 0.1 0.0 -0.2 -0.07
H -0.46450 -0.74048 4.38904 -0.2 0.3 0.0 -0.05
```
Forces are in eV/Å.

Output
LUMO level ... 1.687 eV
Net charge ... -1
ΔE to the lowest compared entry with this formula, charge and spin ... 0.0 kJ/mol
E_tot ... -178381.10596 eV
HOMO-LUMO gap ... 7.0 eV


(4)
Entry from OMol25: a structure of composition C29H38FIMnN4O3S (ωB97M-V/def2-TZVPD).

XYZ file:
```
78
Properties=species:S:1:pos:R:3:forces:R:3:lowdin_spin:R:1
Mn 0.48495 -0.11510 0.35189 0.0 -0.2 0.3 2.85
C 2.51648 2.70855 1.83880 -0.1 0.0 0.0 0.00
C 1.99068 2.72394 3.27163 0.0 0.1 0.0 0.00
C 1.70977 4.17420 3.69347 0.0 0.0 0.0 0.00
C 0.78284 1.86271 3.65071 0.0 0.0 0.0 0.00
C 0.69108 1.58694 5.02110 0.0 0.0 0.0 0.00
C -0.37140 0.89090 5.56110 0.0 0.0 0.0 0.00
C -1.39175 0.46488 4.72198 0.0 0.0 0.0 0.00
C -1.34940 0.69869 3.34914 0.0 -0.1 0.1 0.00
C -2.58782 0.25452 2.57196 0.0 0.1 0.0 0.00
C -3.56390 1.42856 2.42148 0.0 0.0 0.0 0.00
C -2.41085 -0.44448 1.22182 0.0 0.0 0.0 0.01
C -0.23517 1.38285 2.80020 -0.1 0.0 -0.1 0.00
N -0.09687 1.40866 1.38679 0.0 0.1 0.1 0.02
C -0.66588 2.42921 0.66097 0.1 0.1 0.1 0.00
C -1.12095 3.66499 1.13733 0.0 0.0 0.0 0.01
C -1.65302 4.60824 0.26903 0.0 0.0 0.0 0.00
C -1.75814 4.36710 -1.09385 0.0 0.0 0.0 0.01
C -1.33374 3.14317 -1.60176 0.0 0.0 0.0 0.00
C -0.81804 2.24918 -0.70714 0.0 -0.1 -0.1 0.01
F -0.40640 0.97290 -1.16815 0.1 0.1 -0.1 0.01
H 3.44641 3.28150 1.81798 0.0 0.0 0.0 0.00
H 1.82783 3.18592 1.14303 0.0 0.0 0.0 0.00
H 2.72273 1.70083 1.48223 0.0 0.0 0.0 0.00
H 2.80646 2.35942 3.90545 0.0 0.0 0.0 0.00
H 0.90495 4.59853 3.09104 0.0 0.0 0.0 0.00
H 2.59829 4.78732 3.53936 0.0 0.0 0.0 0.00
H 1.42298 4.25008 4.74178 0.0 0.0 0.0 0.00
H 1.47988 1.94468 5.67317 0.0 0.0 0.0 0.00
H -0.42229 0.70973 6.62765 0.0 0.0 0.0 0.00
H -2.26073 -0.03105 5.14243 0.0 0.0 0.0 0.00
H -3.07693 -0.47486 3.22608 0.0 0.0 0.0 0.00
H -3.16304 2.18007 1.74195 0.0 0.0 0.0 0.00
H -3.75665 1.90566 3.38250 0.0 0.0 0.0 0.00
H -4.51509 1.07936 2.01700 0.0 0.0 0.0 0.00
H -2.19025 0.25962 0.42014 -0.1 0.0 0.0 0.00
H -3.34585 -0.94230 0.95829 0.0 0.0 0.0 0.00
H -1.63583 -1.22001 1.23742 0.0 0.0 0.0 0.00
H -1.06206 3.87260 2.19834 0.0 0.0 0.0 0.00
H -1.99255 5.55456 0.66884 0.0 0.0 0.0 0.00
H -2.17133 5.11310 -1.75672 0.0 0.0 0.0 0.00
H -1.40902 2.89399 -2.65150 0.0 0.0 0.0 0.00
O 0.18008 -1.87944 -0.70441 0.0 -0.1 -0.1 0.01
C 0.23001 -1.96345 -1.93428 0.0 0.1 0.1 0.00
O 0.93407 -1.04514 -2.61095 0.0 0.0 0.0 0.00
C -0.36483 -2.93582 -2.81448 0.0 0.0 0.0 0.00
C -1.17078 -4.02218 -2.46398 0.0 0.0 0.0 0.00
C -1.65348 -4.82611 -3.46943 0.0 0.0 0.0 0.00
C -1.34018 -4.55006 -4.80928 0.0 0.0 0.0 0.00
C -0.54999 -3.47692 -5.17053 0.0 0.0 0.0 0.00
C -0.06367 -2.66763 -4.14828 0.0 0.0 0.0 0.00
S 0.92662 -1.24804 -4.27896 0.0 0.0 0.0 0.00
H -1.40498 -4.20780 -1.42442 0.0 0.0 0.0 0.00
H -2.28180 -5.67362 -3.23538 0.0 0.0 0.0 0.00
H -1.73287 -5.19448 -5.58449 0.0 0.0 0.0 0.00
H -0.32562 -3.27620 -6.20884 0.0 0.0 0.0 0.00
N 0.10472 -3.28371 5.09138 0.0 0.0 0.0 0.00
C 0.93216 -2.30003 4.29706 0.0 0.0 0.0 0.00
C 0.47526 -2.24332 2.84200 -0.1 0.0 0.1 0.00
N 1.08860 -1.09758 2.17975 0.2 0.1 -0.2 0.00
H 0.39591 -3.30237 6.07169 0.0 0.0 0.0 0.00
H 0.18615 -4.23556 4.72702 0.0 0.0 0.0 0.00
H -0.88521 -3.02461 5.07067 0.0 0.0 0.0 0.00
H 1.97310 -2.60282 4.39892 0.0 0.0 0.0 0.00
H 0.78971 -1.32740 4.77301 0.0 0.0 0.0 0.00
H -0.60978 -2.10661 2.81393 0.0 0.0 0.0 0.00
H 0.70912 -3.16066 2.29960 0.0 0.0 0.0 0.00
H 2.08122 -1.23942 2.00206 0.0 -0.1 0.0 0.00
H 1.00949 -0.28843 2.80131 0.1 0.0 0.0 0.00
N 3.90919 -1.11953 -1.59428 0.0 0.0 0.1 0.01
C 3.51097 -0.03702 -0.92627 0.0 0.2 -0.1 0.01
O 2.63779 -0.07795 -0.04715 -0.1 -0.4 -0.1 0.04
C 4.16053 1.26683 -1.27678 0.0 0.0 0.0 0.00
I 2.90048 2.26631 -2.68359 0.0 0.0 0.0 0.00
H 3.46150 -2.00386 -1.42164 0.0 0.0 0.0 0.00
H 4.61314 -1.06566 -2.31120 0.0 0.0 0.0 0.00
H 5.14260 1.15758 -1.72568 0.0 0.0 0.0 0.00
H 4.19918 1.90185 -0.39835 0.0 0.0 0.0 0.00
```
Forces are in eV/Å.

Output
LUMO level (alpha / beta) ... -5.450 / -5.450 eV
Net charge ... +2
Multiplicity ... 4
<S²> ... 3.765
ΔE to the lowest compared entry with this formula, charge and spin ... 0.0 kJ/mol
E_tot ... -95754.07743 eV
HOMO-LUMO gap (alpha / beta) ... 6.2 / 6.5 eV


> Look up the E_tot of the third one.

-178381.10596 eV


> E_tot of number 3 (C12H24AsBrF3IN2O3P)?

-178381.10596 eV


> What is the net charge in the third record?

-1


> net charge of number 4 (C29H38FIMnN4O3S)?

+2